Entry 1:
Formula: C47H50AsCl3N3NaO4Sb
Source: the OMol25 dataset
Level of theory: the ωB97M-V functional and the def2-TZVPD basis

Summary:
HOMO level (hartree): -0.1870
Energy (hartree): -6305.29261
Gap between HOMO and LUMO (eV): 7.10
Total charge: -1
Relative energy (zero: lowest compared OMol25 entry of this formula, charge and spin) (eV): 0.444
E_LUMO (Eh): 0.0737

XYZ file:
```
110
Properties=species:S:1:pos:R:3:forces:R:3:lowdin_charge:R:1
Na 0.2133 0.5848 -0.6081 -0.4362 -0.0468 0.4527 0.08
Cl 0.4325 4.4944 -6.6044 -0.0034 -0.0738 0.1686 0.59
C 0.6430 3.8131 -4.9974 0.1395 0.0463 -0.0661 -0.68
C 1.9343 3.7329 -4.4469 0.1474 0.0731 -0.1344 -0.12
C 2.1411 3.2189 -3.1997 -0.1922 0.0448 0.0511 0.00
C 1.0581 2.7450 -2.3796 0.0623 0.0666 0.0835 -0.36
O 1.2638 2.3172 -1.2044 0.3069 0.3872 -0.4058 -0.13
C -0.2411 2.8126 -2.9913 -0.5838 -0.1203 0.0176 -0.12
C -1.4574 2.3205 -2.3594 0.5314 0.3352 -0.3161 -0.21
O -1.5453 1.6749 -1.3286 -0.4646 0.1163 0.0279 -0.11
C -0.4187 3.3591 -4.2762 -0.0399 0.0442 -0.0359 -0.09
H 2.7739 4.0937 -5.0292 -0.0025 -0.0111 -0.0095 0.10
H 3.1355 3.1704 -2.7767 0.0496 0.0047 0.0045 0.11
H -2.3848 2.5712 -2.9132 -0.0047 0.0041 -0.0301 0.12
H -1.4194 3.4090 -4.6920 -0.0007 -0.0018 0.0083 0.11
N -0.7131 -0.9833 2.4964 -0.1165 -0.0598 -0.0823 0.03
C 0.3695 -1.9005 2.8619 -0.3039 -0.1513 0.0521 -0.28
C 1.5675 -1.1457 3.3857 0.0855 -0.0435 0.2676 -0.28
N 2.0118 -0.1469 2.4259 0.3305 0.2115 -0.3028 0.04
H -1.0499 -0.4457 3.2871 0.0985 0.0043 0.0837 0.06
H -1.5104 -1.4844 2.1199 0.1246 0.0050 0.0236 0.03
H 0.6587 -2.4443 1.9587 0.0510 -0.0014 -0.0003 0.09
H 0.0884 -2.6414 3.6264 -0.0857 0.0097 -0.0431 0.10
H 2.3477 -1.8806 3.6171 -0.0124 -0.0004 0.0011 0.09
H 1.3028 -0.6471 4.3270 -0.0134 -0.0132 0.0430 0.10
H 1.7313 -0.4798 1.5103 0.0063 0.0692 -0.1200 0.04
H 3.0285 -0.1123 2.3809 -0.0945 0.0016 0.0553 0.06
C -4.4494 -2.4865 -3.1977 -0.0195 0.0119 -0.0392 -0.20
C -3.8552 -1.2565 -2.5170 -0.1912 -0.0063 -0.2421 -0.45
Sb -2.4096 -1.5307 -0.9453 0.2561 0.1589 0.1596 1.51
C -3.7762 -2.0031 0.6654 -0.1932 -0.0552 0.1200 -0.46
C -5.1808 -2.4967 0.3302 -0.0489 0.0413 0.0683 -0.19
C -1.7572 -3.5184 -1.4195 0.0751 -0.1948 -0.0444 -0.43
C -2.5950 -4.7073 -0.9624 0.0363 -0.0218 0.0416 -0.19
H -5.0897 -2.2147 -4.0421 0.0034 0.0428 -0.0032 0.06
H -5.0545 -3.0801 -2.5168 -0.0647 -0.0268 0.1218 0.04
H -3.6753 -3.1489 -3.5865 0.0699 0.0218 -0.0059 0.05
H -4.6360 -0.6191 -2.0944 -0.0655 -0.0168 -0.0086 0.04
H -3.3453 -0.6344 -3.2565 0.0282 -0.0052 -0.0037 0.03
H -3.8243 -1.0830 1.2523 -0.0928 0.0494 0.0102 0.02
H -3.2640 -2.7240 1.3073 0.0229 -0.0900 -0.0091 0.03
H -5.7050 -1.8163 -0.3419 0.0222 0.0807 -0.0142 0.05
H -5.7991 -2.6000 1.2270 0.0178 0.0175 0.0224 0.06
H -5.1648 -3.4672 -0.1588 0.0732 -0.1235 -0.0428 0.04
H -0.7515 -3.5514 -0.9976 0.0278 -0.0671 0.0235 0.03
H -1.6207 -3.5373 -2.5031 0.0049 0.0061 -0.0405 0.04
H -2.7181 -4.7262 0.1213 0.0148 0.0433 0.0501 0.06
H -2.1296 -5.6563 -1.2417 0.0532 0.0022 -0.0128 0.06
H -3.5935 -4.7026 -1.3950 -0.0919 0.0402 -0.0842 0.04
C -2.4197 2.2069 5.6286 0.0065 -0.0065 -0.1436 -0.11
C -1.0960 2.6171 5.6388 0.0480 0.0194 -0.0466 -0.10
C -0.3852 2.7439 4.4475 -0.0119 0.0011 0.1061 -0.09
C -0.9888 2.4548 3.2309 0.1076 -0.0098 -0.2380 -0.36
C -2.3179 2.0315 3.2296 -0.0290 -0.0444 0.0467 -0.14
C -3.0315 1.9163 4.4135 0.0402 0.0181 0.0668 -0.10
As -0.0465 2.4917 1.4831 -0.1081 0.5418 0.4905 1.44
C 1.4779 3.6218 1.9628 -0.2657 -0.3131 0.0005 -0.30
C 2.6463 3.2155 2.5847 0.0895 0.0285 0.0445 -0.11
C 3.6484 4.1499 2.8273 -0.0129 -0.0156 0.0065 -0.10
C 3.4846 5.4717 2.4312 -0.0715 -0.0398 -0.0098 -0.09
C 2.3150 5.8718 1.7984 0.1077 0.0381 0.0102 -0.03
C 1.3041 4.9484 1.5673 -0.2999 0.2122 -0.1618 -0.18
C -0.0088 5.2522 0.9371 0.3996 0.0332 0.1635 -0.19
C -0.4164 6.5014 0.4799 -0.0747 -0.0024 -0.0477 -0.03
C -1.6847 6.6547 -0.0593 -0.0116 -0.0808 -0.0177 -0.09
C -2.5483 5.5662 -0.1425 0.0196 0.0206 -0.0024 -0.09
C -2.1386 4.3160 0.3001 0.0534 0.0182 -0.0094 -0.10
C -0.8699 4.1633 0.8394 -0.0215 -0.4298 0.0987 -0.28
H -2.9714 2.1102 6.5541 -0.0138 -0.0044 0.0342 0.09
H -0.6071 2.8431 6.5784 0.0113 0.0065 0.0113 0.10
H 0.6462 3.0737 4.4798 0.0039 -0.0128 -0.0346 0.09
H -2.8113 1.7710 2.2991 0.0622 0.0231 -0.0749 0.10
H -4.0637 1.5899 4.3883 -0.0182 -0.0052 0.0040 0.10
H 2.7766 2.1760 2.8661 -0.0474 0.0780 -0.0388 0.08
H 4.5645 3.8371 3.3142 0.0071 0.0153 0.0011 0.10
H 4.2685 6.1957 2.6143 0.0269 -0.0024 0.0024 0.10
H 2.1989 6.9029 1.4872 -0.0042 0.0011 0.0089 0.10
H 0.2495 7.3530 0.5352 0.0178 0.0184 0.0109 0.10
H -1.9993 7.6223 -0.4286 -0.0129 0.0217 0.0134 0.10
H -3.5379 5.6849 -0.5664 0.0019 0.0450 -0.0082 0.10
H -2.7993 3.4631 0.2027 0.0147 -0.0008 0.0070 0.10
Cl 3.6896 -4.4832 2.4713 0.0073 0.0720 -0.0691 0.74
C 5.3725 -4.4042 2.0526 -0.0607 -0.2688 0.1243 -0.57
C 6.2412 -5.2740 2.6930 0.0467 0.0734 -0.0553 -0.12
C 7.5951 -5.2272 2.4062 -0.0291 0.0566 -0.0524 -0.10
C 8.0610 -4.3204 1.4670 -0.0305 -0.0026 0.0167 -0.12
C 7.1703 -3.4859 0.8147 0.3263 0.0656 -0.0600 -0.59
Cl 7.8026 -2.4067 -0.3924 -0.0198 -0.1152 -0.0082 0.73
C 5.7995 -3.4904 1.0833 -0.1846 0.0624 -0.0916 -0.31
N 4.9161 -2.6740 0.3912 -0.1944 -0.3847 0.1285 0.08
C 4.9647 -1.2801 0.5204 -0.1025 0.1486 -0.1889 -0.24
C 5.7963 -0.6514 1.4362 0.0524 0.1754 0.1646 -0.06
C 5.8166 0.7349 1.5326 0.0388 0.0631 0.0240 -0.10
C 4.9960 1.5066 0.7281 -0.0577 -0.1544 -0.0649 -0.10
C 4.1531 0.8714 -0.1795 0.1059 0.0523 0.1117 -0.03
C 4.1335 -0.5112 -0.3098 -0.1902 0.1567 -0.1282 -0.15
C 3.2119 -1.1173 -1.3466 0.3240 0.0713 -0.1049 -0.04
C 1.9586 -1.7619 -0.7424 0.2288 -0.2630 0.1337 -0.66
O 2.1507 -2.6994 0.0593 0.1051 -0.2945 0.1539 -0.05
O 0.8412 -1.2987 -1.0649 0.1682 -0.5461 -0.2935 -0.12
H 5.8472 -5.9688 3.4201 -0.0165 -0.0084 0.0239 0.10
H 8.2825 -5.8943 2.9065 0.0221 -0.0186 0.0217 0.10
H 9.1097 -4.2594 1.2141 0.0236 -0.0225 0.0088 0.10
H 3.9382 -3.0017 0.3288 0.0247 0.0883 -0.0004 0.08
H 6.4351 -1.2448 2.0812 -0.0505 0.0358 -0.0215 0.11
H 6.4793 1.2102 2.2461 0.0142 -0.0186 0.0219 0.10
H 4.9965 2.5844 0.8033 -0.0052 0.0387 0.0111 0.09
H 3.4799 1.4596 -0.7928 -0.0221 0.0357 0.0028 0.09
H 3.7448 -1.8952 -1.9020 0.0212 -0.0354 0.0383 0.13
H 2.9297 -0.3338 -2.0495 -0.0770 -0.0445 -0.0018 0.11
```
Positions in Å, forces in eV/Å.

Entry 2:
Formula: C47H50N2OP2SSiTi
Source: the OMol25 dataset
Level of theory: the ωB97M-V functional and the def2-TZVPD basis

Summary:
HOMO level (spin up / spin down) (hartree): -0.4295 / -0.4878
Energy (hartree): -4225.05049
Gap between HOMO and LUMO (spin up / spin down) (eV): 6.83 / 8.42
2S+1: 3
Total charge: +2
⟨S²⟩: 2.01
Relative energy (zero: lowest compared OMol25 entry of this formula, charge and spin) (eV): 0.000
E_LUMO (spin up / spin down) (Eh): -0.1786 / -0.1783

XYZ file:
```
105
Properties=species:S:1:pos:R:3:forces:R:3:lowdin_charge:R:1
Ti 0.0802 0.3640 -0.3481 0.7120 -1.2130 -0.0377 0.28
O -0.7175 0.6441 2.9601 -0.2337 0.3300 0.2684 -0.40
S 0.2807 0.0540 2.0750 0.3135 -0.8549 1.3602 0.85
C 0.3032 -1.7528 2.3781 -0.0818 0.0135 -0.2548 -0.31
C 0.8087 -2.3099 3.5452 0.0259 0.1049 0.0484 -0.03
C 0.7173 -3.6769 3.7499 0.0135 0.0286 -0.0010 -0.03
C 0.1267 -4.4904 2.7927 -0.0395 -0.0790 -0.0042 -0.04
C -0.3903 -3.9358 1.6348 0.0051 0.0942 0.0323 -0.07
C -0.3112 -2.5595 1.4247 -0.0598 0.0144 0.0037 -0.37
P -1.1371 -1.7229 0.0382 -0.6140 -0.8632 0.2944 1.03
C -1.1726 -3.0336 -1.2378 0.1536 0.0629 -0.0326 -0.37
C -2.3136 -3.3539 -1.9670 0.0027 0.0342 0.0845 -0.08
C -2.2357 -4.2681 -3.0118 -0.0288 -0.0373 -0.0538 -0.06
C -1.0257 -4.8663 -3.3322 -0.0152 -0.0188 -0.0474 -0.07
C 0.1166 -4.5591 -2.6013 0.0479 0.0299 0.0342 -0.07
C 0.0440 -3.6428 -1.5637 -0.1126 0.0029 -0.0167 -0.13
C -2.8517 -1.5497 0.6317 0.0086 -0.0440 -0.0879 -0.33
C -3.3070 -2.2025 1.7771 -0.0132 0.0608 -0.1063 -0.05
C -4.6125 -2.0196 2.2063 0.0016 -0.0398 0.0396 -0.05
C -5.4730 -1.1953 1.4983 -0.0287 -0.0214 0.0298 -0.06
C -5.0281 -0.5489 0.3549 -0.0499 0.0365 -0.0739 -0.06
C -3.7224 -0.7176 -0.0737 0.0373 -0.1015 0.0572 -0.11
C 1.9247 0.3336 2.7553 0.0393 -0.1145 -0.2279 -0.38
C 2.0944 0.6433 4.0906 -0.2421 0.0783 -0.0323 -0.06
C 3.3787 0.6247 4.6179 0.0649 -0.0168 -0.0080 -0.03
C 4.4562 0.2800 3.8129 0.0246 0.0407 0.0524 -0.04
C 4.2787 0.0234 2.4584 -0.0565 0.0402 -0.0516 -0.06
C 3.0021 0.0736 1.9138 -0.0981 -0.1852 0.0472 -0.34
P 2.6158 0.1604 0.1272 0.9582 0.6398 0.4100 1.06
C 4.1088 -0.4611 -0.7014 -0.2666 -0.1270 -0.1764 -0.38
C 4.7738 0.2894 -1.6697 -0.0399 -0.0205 0.0449 -0.10
C 5.8816 -0.2405 -2.3163 0.0387 -0.0098 -0.0537 -0.06
C 6.3178 -1.5226 -2.0158 -0.0004 0.0016 -0.0118 -0.06
C 5.6381 -2.2861 -1.0754 0.0090 -0.0363 0.0118 -0.06
C 4.5328 -1.7621 -0.4247 -0.0439 0.0516 0.0459 -0.10
C 2.7431 1.9915 0.0666 0.0411 -0.0417 -0.1959 -0.34
C 1.5488 2.6711 -0.1501 0.3868 -0.3413 0.0045 -0.14
C 1.4794 4.0518 -0.0724 -0.1914 0.0508 -0.0692 -0.03
C 2.6272 4.7670 0.2270 -0.0163 0.0020 -0.0234 -0.04
C 3.8279 4.1012 0.4523 0.0402 0.0184 0.0068 -0.04
C 3.8896 2.7195 0.3809 -0.0279 -0.0041 -0.0215 -0.07
H 1.2696 -1.6907 4.2990 0.0412 0.0354 0.0334 0.11
H 1.1128 -4.1098 4.6588 -0.0106 0.0179 0.0094 0.12
H 0.0458 -5.5562 2.9621 0.0408 0.0043 -0.0172 0.12
H -0.8766 -4.5651 0.9005 -0.0032 -0.0142 0.0174 0.12
H -3.2669 -2.9079 -1.7047 0.0122 -0.0165 -0.0041 0.11
H -3.1295 -4.5309 -3.5632 0.0017 0.0095 0.0084 0.11
H -0.9753 -5.5870 -4.1380 -0.0032 -0.0054 0.0149 0.11
H 1.0574 -5.0446 -2.8284 -0.0146 -0.0074 -0.0086 0.11
H 0.9287 -3.4098 -0.9782 0.0352 -0.0357 -0.0374 0.11
H -2.6509 -2.8448 2.3458 0.0250 -0.0085 0.0338 0.10
H -4.9553 -2.5234 3.1004 -0.0005 0.0123 -0.0027 0.11
H -6.4886 -1.0537 1.8434 0.0032 0.0066 -0.0176 0.11
H -5.6963 0.0996 -0.1974 0.0102 -0.0008 0.0078 0.11
H -3.3730 -0.1772 -0.9422 -0.0009 0.0595 0.0073 0.08
H 1.2247 0.8768 4.6942 0.0313 -0.0113 0.0250 0.13
H 3.5372 0.8569 5.6623 -0.0113 0.0091 -0.0050 0.12
H 5.4507 0.2404 4.2372 -0.0028 -0.0041 -0.0071 0.12
H 5.1350 -0.1883 1.8309 0.0094 -0.0037 -0.0079 0.11
H 4.4438 1.2947 -1.9007 0.0377 0.0287 0.0145 0.10
H 6.4143 0.3547 -3.0467 -0.0096 -0.0029 0.0014 0.11
H 7.1893 -1.9274 -2.5126 -0.0062 -0.0005 0.0011 0.12
H 5.9748 -3.2885 -0.8461 -0.0022 0.0089 0.0115 0.12
H 4.0079 -2.3534 0.3186 0.0316 -0.0262 -0.0028 0.11
H 0.6277 2.1220 -0.3550 0.1052 1.3871 -0.1087 0.00
H 0.5358 4.5559 -0.2404 -0.0136 -0.0171 0.0423 0.10
H 2.5866 5.8459 0.2946 0.0088 -0.0040 0.0043 0.12
H 4.7167 4.6670 0.6987 0.0023 -0.0103 -0.0038 0.12
H 4.8229 2.2091 0.5837 0.0098 0.0001 -0.0078 0.12
C 1.1374 -0.5883 -4.5337 0.2580 -0.1665 0.2045 -0.03
C 1.0257 -0.6129 -2.9928 -0.0104 -0.0043 -0.3309 -0.12
N 0.0329 0.3786 -2.5295 0.0338 0.0323 -0.8890 -0.24
C 0.3731 1.6944 -3.1146 0.0248 -0.0026 -0.1645 -0.11
C 0.1672 1.6590 -4.6479 0.0528 0.2996 0.2135 -0.03
N 0.0013 0.2278 -5.0594 0.0183 -0.0150 -0.1701 -0.08
C -1.2867 -0.3049 -4.5216 -0.2845 -0.1158 0.2399 -0.04
C -1.3227 0.0154 -3.0164 0.0547 0.1144 -0.1906 -0.13
H 1.0776 -1.5894 -4.9572 -0.0887 0.0365 -0.0527 0.14
H 2.0656 -0.1273 -4.8676 -0.0454 0.0623 -0.0489 0.14
H 1.9959 -0.3728 -2.5598 0.0178 -0.0249 -0.0074 0.10
H 0.7284 -1.5988 -2.6417 -0.0488 -0.0207 -0.0182 0.10
H 1.4083 1.9310 -2.8690 -0.0035 -0.0351 0.0254 0.13
H -0.2675 2.4480 -2.6568 -0.0090 -0.0051 -0.0030 0.12
H 1.0210 2.0758 -5.1783 -0.0002 -0.0721 -0.0525 0.14
H -0.7260 2.2024 -4.9511 -0.0372 -0.0938 -0.0485 0.15
H -0.0096 0.1677 -6.0768 0.0128 0.0254 -0.0125 0.20
H -1.3220 -1.3787 -4.7079 0.1230 0.0205 -0.0606 0.14
H -2.1117 0.1658 -5.0528 0.0597 0.0391 -0.0535 0.15
H -1.6896 -0.8458 -2.4725 -0.0114 -0.0833 0.0055 0.08
H -1.9779 0.8553 -2.7957 0.0127 0.0088 0.0395 0.12
C -4.9555 3.8107 -0.4221 0.2366 0.0148 0.1107 -0.18
Si -3.1590 4.1691 0.0044 -0.0038 0.1557 -0.1763 0.46
C -2.4330 5.4325 -1.2047 -0.1730 -0.1111 0.2364 -0.18
C -2.9408 4.7071 1.7876 -0.0401 -0.1023 -0.2217 -0.17
C -2.1687 2.6116 -0.2420 -0.1763 0.1087 0.0534 -0.14
C -1.5128 1.5785 -0.3363 -1.0137 0.9938 0.1241 -0.23
H -5.5419 4.7315 -0.4285 0.0193 0.0163 0.0170 0.04
H -5.3998 3.1401 0.3160 0.0170 -0.0114 -0.0047 0.03
H -5.0563 3.3471 -1.4052 0.0397 0.0097 -0.0097 0.03
H -3.1044 6.2865 -1.3171 0.0152 0.0088 0.0105 0.04
H -2.2788 5.0032 -2.1970 -0.0431 -0.0370 0.0106 0.02
H -1.4748 5.8192 -0.8512 0.0083 -0.0186 0.0134 0.02
H -3.5057 5.6167 1.9994 -0.0115 0.0063 -0.0367 0.04
H -1.8917 4.9010 2.0179 0.0091 -0.0047 -0.0283 0.03
H -3.2894 3.9273 2.4669 -0.0040 -0.0053 -0.0147 0.04
```
Positions in Å, forces in eV/Å.